# 1
C39H45Cl2HfN6O2Si | ωB97M-V/def2-TZVPD

Cartesian coordinates (Å):
Hf (-20.48777, 0.10743, 2.75985)
N (-21.90563, 0.82944, 4.37345)
C (-23.16791, 1.54170, 4.21849)
C (-23.85875, 1.77362, 5.40077)
C (-25.11497, 2.39025, 5.37867)
C (-25.63479, 2.79259, 4.15337)
C (-24.92029, 2.54144, 2.98002)
C (-23.64331, 1.96117, 2.97142)
C (-22.91522, 1.81235, 1.69146)
C (-23.27611, 2.70027, 0.66935)
C (-22.89394, 2.45802, -0.66525)
C (-22.16199, 1.32056, -0.98634)
C (-21.70493, 0.50510, 0.06147)
C (-21.88883, 0.88310, 1.38217)
H (-22.10059, 0.01482, 4.96899)
H (-21.26191, 1.41176, 4.92254)
H (-23.42095, 1.47742, 6.35121)
H (-25.68164, 2.55250, 6.28768)
H (-26.57419, 3.33196, 4.11179)
H (-25.36842, 2.76939, 2.02557)
H (-23.86546, 3.57911, 0.90557)
H (-23.20729, 3.14879, -1.42774)
H (-21.94092, 1.05427, -2.01066)
H (-21.20611, -0.41751, -0.20778)
Cl (-20.33994, -6.79481, -0.11139)
C (-20.17082, -5.18312, 0.43746)
C (-19.18499, -4.38403, -0.19296)
C (-18.93774, -3.08179, 0.21964)
Cl (-17.72990, -2.08742, -0.55967)
C (-19.72148, -2.52243, 1.24971)
O (-19.49424, -1.22820, 1.56090)
C (-20.75134, -3.27508, 1.89174)
C (-21.70292, -2.73499, 2.76547)
O (-21.75219, -1.46943, 3.16183)
C (-20.91602, -4.63060, 1.47306)
H (-18.61274, -4.79599, -1.01399)
H (-22.45105, -3.41601, 3.17965)
H (-21.69404, -5.22975, 1.93462)
C (-17.38349, 2.13269, 4.01416)
Si (-18.83995, 2.40861, 2.83170)
C (-18.00640, 2.56721, 1.06985)
C (-18.88364, 3.37158, 0.11134)
C (-16.63668, 3.17814, 1.21090)
C (-17.80441, 1.17453, 0.48451)
C (-19.61392, 4.10805, 3.53633)
C (-20.48636, 4.75917, 2.48807)
C (-18.47223, 5.01093, 3.94818)
C (-20.41796, 3.82627, 4.77969)
H (-16.65667, 2.94517, 3.96936)
H (-16.87565, 1.19148, 3.76103)
H (-17.73864, 2.01031, 5.04056)
H (-18.72582, 4.44426, 0.24592)
H (-19.96048, 3.15642, 0.18596)
H (-18.58655, 3.12961, -0.92256)
H (-16.62490, 4.15661, 1.72485)
H (-16.19915, 3.34129, 0.20411)
H (-15.93985, 2.53241, 1.76718)
H (-18.72272, 0.71382, 0.10683)
H (-17.34389, 0.47621, 1.18353)
H (-17.12828, 1.24893, -0.38083)
H (-19.86187, 5.20812, 1.71863)
H (-21.10348, 5.55772, 2.94701)
H (-21.16031, 4.06745, 1.98066)
H (-17.75543, 5.22254, 3.15587)
H (-17.92529, 4.62324, 4.82691)
H (-18.89356, 5.97944, 4.25614)
H (-21.37137, 3.38542, 4.50174)
H (-20.66106, 4.77899, 5.29898)
H (-19.91706, 3.16625, 5.49822)
C (-20.88522, -1.36657, 6.60006)
C (-19.60108, -1.21755, 5.91495)
N (-19.41035, -0.87720, 4.61956)
C (-18.06182, -1.18348, 4.32354)
C (-17.42167, -1.51882, 5.46459)
N (-18.41753, -1.58085, 6.49009)
C (-18.11141, -1.83601, 7.90890)
N (-18.52531, -0.84448, 8.91285)
N (-19.64793, -1.14607, 9.70475)
N (-20.09190, 0.00592, 10.22446)
C (-19.24618, 1.04225, 9.85672)
C (-19.19754, 2.37080, 10.25945)
C (-18.22420, 3.17976, 9.69704)
C (-17.27826, 2.67242, 8.79654)
C (-17.30984, 1.32755, 8.43685)
C (-18.29180, 0.52867, 8.97652)
H (-21.65938, -1.65006, 5.83716)
H (-21.20102, -0.42137, 7.10514)
H (-20.86097, -2.15771, 7.36530)
H (-17.69289, -1.11911, 3.31681)
H (-16.39513, -1.79435, 5.61972)
H (-17.00751, -1.89677, 8.00954)
H (-18.56304, -2.78616, 8.25619)
H (-19.94258, 2.69354, 10.97562)
H (-18.22825, 4.23171, 9.93782)
H (-16.52676, 3.35076, 8.40276)
H (-16.61017, 0.88433, 7.74267)

Atomic forces in eV per Å
Hf 2.29 0.91 -0.67
N 0.26 0.01 0.76
C -0.06 0.14 0.23
C -0.86 0.21 -0.11
C 0.46 -0.02 -0.26
C 0.44 -0.16 -0.21
C -0.08 0.07 0.24
C 0.20 -0.18 0.83
C 0.39 1.05 -1.19
C 0.07 -0.45 -0.62
C 0.20 -0.10 0.73
C -0.33 -0.16 0.49
C 0.09 0.95 -1.14
C -2.30 -0.71 0.78
H 0.06 0.41 -0.38
H -0.18 0.14 -0.01
H -0.04 -0.05 -0.12
H 0.17 0.02 0.00
H -0.02 -0.25 -0.07
H -0.10 0.18 0.02
H -0.04 -0.11 -0.18
H -0.02 0.14 -0.20
H -0.10 0.05 -0.06
H 0.48 0.13 0.10
Cl -0.26 -0.22 0.10
C 0.21 1.38 0.75
C 0.01 0.42 0.30
C -0.23 -0.49 -0.16
Cl -0.56 -0.60 0.35
C 0.40 2.45 0.44
O -0.78 -1.90 0.11
C 0.78 -0.75 -1.32
C 0.06 3.45 1.45
O -1.10 -5.73 -0.84
C -0.02 -0.60 -0.60
H 0.01 -0.02 0.02
H -0.08 0.21 -0.08
H 0.06 0.01 0.01
C 0.14 -0.51 -0.05
Si -0.18 0.39 0.33
C -0.76 -0.17 0.69
C 0.17 0.05 -0.55
C 0.98 0.80 -0.21
C 0.00 -0.13 -0.38
C 0.93 -1.34 -0.58
C -0.29 0.74 0.05
C 0.21 0.72 0.50
C -0.58 0.22 0.41
H 0.00 -0.08 0.10
H 0.07 0.25 0.02
H 0.03 0.11 0.11
H -0.11 -0.10 -0.05
H 0.29 -0.01 0.08
H -0.05 0.14 0.12
H -0.11 -0.35 -0.26
H -0.08 -0.05 0.37
H -0.24 0.09 -0.21
H -0.02 0.13 0.15
H 0.07 -0.07 0.13
H -0.05 -0.03 0.07
H -0.14 0.17 0.01
H 0.21 -0.18 -0.21
H -0.07 -0.10 0.12
H 0.02 -0.07 -0.06
H -0.19 0.09 -0.43
H 0.10 0.01 0.00
H -0.30 -0.07 0.05
H 0.13 -0.45 -0.13
H 0.11 0.08 0.02
C -1.61 0.42 0.16
C 1.66 0.05 -1.08
N 0.51 -1.33 1.23
C -0.85 0.68 1.05
C -1.12 -0.37 0.60
N 0.75 0.85 -1.03
C 0.59 -0.16 1.27
N -1.38 0.39 -0.26
N -0.27 3.75 -0.21
N 1.18 -2.78 -0.41
C 0.20 -1.35 -0.45
C -0.33 0.08 -0.14
C -0.58 -0.08 0.33
C -0.14 -0.56 -0.14
C 0.74 0.52 -0.58
C -0.28 -0.89 0.31
H 0.63 0.20 0.79
H 0.15 -0.68 -0.24
H 0.07 0.35 -0.26
H 0.16 0.17 -0.04
H 0.02 -0.03 0.23
H -0.67 -0.22 -0.46
H 0.26 0.51 -0.29
H 0.14 0.34 -0.05
H 0.19 0.06 0.11
H -0.08 -0.26 -0.07
H 0.28 0.24 -0.06

## Properties
* ΔE to the lowest compared entry with this formula, charge and spin: 0.000 eV
* HOMO energy: -9.76 eV
* net charge: +1
* frontier orbital gap: 5.35 eV

Atomic partial charges in e from the Löwdin method, atoms 1 to 6: Hf 1.536; N -0.014; C -0.233; C -0.023; C -0.057; C -0.052

# 2
C39H45Cl3CrN7O2PS | ωB97M-V/def2-TZVPD

Cartesian coordinates (Å):
Cr (-0.35147, -0.94667, -0.31037)
N (-0.45837, -1.91742, -2.17964)
C (-1.56781, -2.80780, -2.51451)
C (-1.75711, -3.24230, -3.81615)
C (-2.82172, -4.08101, -4.11133)
C (-3.69320, -4.47816, -3.10703)
C (-3.49884, -4.04763, -1.80357)
C (-2.42806, -3.21390, -1.49738)
P (-2.05916, -2.53136, 0.14957)
C (-3.47881, -3.04756, 1.15836)
C (-4.63486, -2.26572, 1.13075)
C (-5.73885, -2.63068, 1.88308)
C (-5.69229, -3.77240, 2.67196)
C (-4.54418, -4.55085, 2.70261)
C (-3.43675, -4.19507, 1.94680)
C (-0.67472, -3.56684, 0.75408)
C (-0.06219, -4.55649, -0.01411)
C (1.00606, -5.27962, 0.49792)
C (1.47388, -5.02186, 1.77753)
C (0.86975, -4.03771, 2.55125)
C (-0.19401, -3.31241, 2.04404)
H (0.41118, -2.42907, -2.32603)
H (-0.46262, -1.16129, -2.86290)
H (-1.08104, -2.92535, -4.60227)
H (-2.97124, -4.42266, -5.12645)
H (-4.52962, -5.12254, -3.34107)
H (-4.18533, -4.35177, -1.02356)
H (-4.67010, -1.37437, 0.51302)
H (-6.63112, -2.01907, 1.86105)
H (-6.55881, -4.06408, 3.24998)
H (-4.50891, -5.43890, 3.31956)
H (-2.54699, -4.80962, 1.96477)
H (-0.43807, -4.77937, -1.00555)
H (1.46301, -6.05796, -0.09886)
H (2.30559, -5.58865, 2.17400)
H (1.22640, -3.84809, 3.55560)
H (-0.67411, -2.55506, 2.65610)
N (-2.05893, 0.60151, -2.29585)
N (-1.62599, 1.11124, -1.02014)
H (-2.43587, 1.33955, -2.88416)
H (-2.82000, -0.04681, -2.12634)
H (-2.36060, 1.64577, -0.56426)
H (-0.87082, 1.76155, -1.20435)
C (2.14485, 0.13325, 3.17082)
N (0.77465, 0.41474, 3.56835)
C (0.62448, 1.26669, 4.74253)
C (-0.23482, 0.13580, 2.72869)
O (-0.01095, -0.12808, 1.51177)
N (-1.48430, 0.12564, 3.25588)
C (-1.76424, -0.34762, 4.60519)
C (-2.65132, 0.32713, 2.41999)
H (2.75421, 0.07017, 4.07061)
H (2.54861, 0.91716, 2.52491)
H (2.18475, -0.81874, 2.64977)
H (1.36357, 2.06252, 4.69094)
H (0.79886, 0.70854, 5.66430)
H (-0.36463, 1.71495, 4.77422)
H (-0.85059, -0.67167, 5.09342)
H (-2.44499, -1.20118, 4.54587)
H (-2.24731, 0.42102, 5.21120)
H (-2.33435, 0.53729, 1.40340)
H (-3.23596, 1.16630, 2.80562)
H (-3.29297, -0.55378, 2.42549)
Cl (3.49690, 5.51673, 3.82851)
C (3.38138, 4.88591, 2.22484)
C (2.13967, 4.66081, 1.65275)
C (2.07750, 4.19732, 0.34924)
C (3.21972, 3.95764, -0.40744)
C (3.06918, 3.63262, -1.88467)
C (3.61036, 2.25546, -2.31762)
N (3.00157, 1.14763, -1.59791)
C (3.57605, 0.37423, -0.62503)
C (2.62340, -0.51665, -0.22947)
N (1.46742, -0.28485, -0.93597)
C (1.73074, 0.74283, -1.73395)
O (3.74722, 4.57935, -2.66677)
C (2.90148, 5.48937, -3.36731)
C (2.07357, 4.79913, -4.41355)
C (2.60601, 4.19942, -5.51922)
Cl (4.26260, 4.12793, -5.92903)
S (1.40605, 3.48007, -6.52479)
C (0.16381, 3.98000, -5.45277)
C (0.65613, 4.66143, -4.38462)
C (4.46076, 4.17279, 0.20663)
Cl (5.95572, 3.92999, -0.62235)
C (4.54028, 4.62583, 1.51487)
H (1.23641, 4.88616, 2.20371)
H (1.10460, 4.05529, -0.10911)
H (1.99750, 3.65200, -2.12201)
H (4.68295, 2.23482, -2.16395)
H (3.41423, 2.14099, -3.38403)
H (4.59726, 0.50213, -0.30851)
H (2.70655, -1.34238, 0.45580)
H (1.06679, 1.13024, -2.49271)
H (3.58464, 6.20347, -3.82447)
H (2.24918, 6.02430, -2.66877)
H (-0.86417, 3.76137, -5.69430)
H (0.03728, 5.09159, -3.60774)
H (5.50843, 4.80341, 1.96253)

Atomic forces in eV per Å
Cr -0.16 0.83 0.45
N -0.10 -0.37 -0.39
C -0.21 -0.11 -0.07
C 0.08 0.04 -0.03
C -0.02 -0.02 0.04
C -0.03 -0.02 -0.02
C -0.01 -0.01 0.09
C 0.19 0.32 -0.04
P -0.69 -1.38 0.14
C 0.09 0.32 0.11
C 0.06 -0.07 -0.04
C -0.05 0.07 -0.04
C 0.00 -0.05 -0.04
C -0.03 -0.04 0.04
C 0.01 0.07 -0.07
C 0.06 -0.11 0.04
C -0.12 0.06 -0.01
C 0.05 -0.04 0.00
C 0.02 0.03 -0.03
C 0.04 -0.02 0.05
C -0.04 0.08 -0.05
H 0.07 0.07 0.07
H 0.01 0.12 0.04
H 0.01 0.00 0.02
H -0.01 0.02 0.00
H 0.01 -0.01 0.01
H 0.02 -0.02 0.00
H -0.03 0.01 0.02
H -0.02 -0.03 -0.02
H 0.02 0.03 0.04
H -0.01 -0.01 -0.03
H 0.00 -0.03 0.05
H 0.02 -0.05 0.00
H 0.00 0.02 -0.01
H -0.01 -0.01 0.01
H -0.02 0.01 0.00
H 0.01 -0.03 0.00
N -0.03 0.15 -0.21
N 0.03 -0.17 -0.18
H -0.03 0.05 0.04
H 0.05 -0.09 0.03
H -0.02 0.03 0.04
H 0.06 0.03 0.05
C 0.02 0.01 -0.06
N 0.12 0.00 -0.11
C 0.03 0.04 0.11
C -0.18 -0.19 0.10
O 0.12 0.25 0.22
N -0.05 -0.13 -0.16
C -0.12 -0.03 0.07
C -0.03 0.09 0.05
H 0.00 -0.03 -0.02
H -0.02 -0.01 -0.01
H 0.03 -0.02 -0.02
H 0.06 0.10 -0.05
H -0.03 0.02 -0.01
H 0.08 0.00 -0.02
H -0.07 -0.02 0.00
H 0.01 0.01 -0.03
H 0.05 0.01 0.01
H -0.04 -0.01 0.00
H 0.02 0.02 -0.03
H 0.05 -0.04 -0.01
Cl -0.03 -0.05 0.01
C -0.10 -0.07 -0.05
C -0.07 0.02 0.11
C 0.07 0.00 0.01
C 0.12 0.04 -0.21
C 0.01 -0.27 0.24
C 0.03 0.44 -0.18
N -0.30 0.11 0.20
C 0.00 -0.25 0.11
C 0.27 -0.03 -0.14
N 0.56 0.57 0.00
C 0.12 -0.31 -0.30
O 0.10 0.00 -0.10
C -0.03 0.00 -0.09
C 0.16 0.00 0.03
C -0.26 -0.10 -0.05
Cl 0.01 -0.01 -0.04
S 0.12 0.13 0.21
C -0.01 -0.14 -0.13
C -0.02 0.02 0.02
C -0.38 0.04 0.15
Cl 0.10 -0.07 -0.09
C 0.15 0.01 -0.04
H 0.03 -0.01 0.02
H 0.01 0.03 -0.03
H -0.01 -0.04 0.08
H 0.07 -0.14 0.01
H 0.02 -0.02 0.00
H 0.01 0.05 -0.08
H -0.01 0.09 0.11
H -0.02 0.14 0.07
H -0.04 0.03 0.03
H 0.05 0.02 0.01
H 0.00 0.04 0.01
H -0.01 0.02 -0.03
H -0.02 0.00 0.00

## Properties
* ΔE to the lowest compared entry with this formula, charge and spin: 0.519 eV
* 2S+1: 5
* HOMO energy (spin up / spin down): -12.70 / -12.70 eV
* net charge: +2
* frontier orbital gap (spin up / spin down): 8.25 / 8.15 eV

Atomic partial charges in e from the Löwdin method, atoms 1 to 6: Cr 0.600; N -0.004; C -0.318; C -0.011; C -0.041; C -0.043